# 1
{"formula": "C5H10N2O", "method": "the ωB97M-V functional and the def2-TZVPD basis", "elements": ["C", "C", "C", "C", "N", "C", "N", "O", "H", "H", "H", "H", "H", "H", "H", "H", "H", "H"], "positions_angstrom": [[0.385847, -0.865677, 0.264588], [0.378531, 1.767310, 0.600363], [-0.193867, -1.776181, -0.817213], [-0.272910, 0.528047, 0.136551], [1.828402, -0.865745, 0.156677], [-1.722793, 0.583884, 0.577817], [0.122018, 1.356955, -0.962776], [-2.301663, -0.295489, 1.154872], [0.114614, -1.249720, 1.254209], [2.266673, -0.362777, 0.918470], [2.112716, -0.435678, -0.716536], [-0.683533, 1.743744, -1.454142], [-2.242119, 1.507635, 0.246454], [1.383902, 1.717417, 0.999809], [-0.192839, 2.644145, 0.880548], [0.019750, -1.363411, -1.802266], [-1.269664, -1.876865, -0.697249], [0.266936, -2.757595, -0.740177]], "forces_ev_per_angstrom": [[-0.348, 0.325, -0.019], [-0.489, 0.248, -2.629], [0.055, 0.112, 0.320], [-0.915, -0.904, 1.098], [0.181, 0.052, 0.027], [0.155, -0.603, -0.881], [1.318, -0.075, 1.846], [0.041, 0.214, 0.156], [0.020, -0.005, -0.141], [0.019, -0.037, -0.056], [0.028, 0.056, 0.015], [0.103, 0.708, 0.653], [-0.066, 0.182, 0.186], [0.147, 0.098, -0.663], [-0.199, -0.308, 0.262], [0.031, 0.025, -0.094], [-0.079, -0.030, -0.042], [-0.002, -0.057, -0.038]], "smiles": "C[C@@H](N)[C@@]1(C=O)CN1", "total_energy_ha": -381.2049, "orbital_gap_ev": 10.1, "e_lumo_ev": 0.82}

# 2
{"formula": "C5H10N2O", "method": "the ωB97M-V functional and the def2-TZVPD basis", "elements": ["C", "C", "N", "C", "C", "C", "O", "N", "H", "H", "H", "H", "H", "H", "H", "H", "H", "H"], "positions_angstrom": [[0.147468, -0.582902, 0.048029], [-0.138763, -1.071952, -1.339230], [-2.097279, 0.072414, 0.844698], [-0.183133, 0.683514, 0.453918], [2.110447, 0.107635, 0.035890], [-0.127815, 1.975401, 0.637671], [-2.850619, -0.806055, 0.007857], [2.838018, -0.251076, 0.989727], [-3.276265, -0.201439, -0.614413], [-2.082172, -0.432250, 1.735260], [0.259643, -1.327815, 0.831670], [3.848627, -0.147049, 0.826724], [2.449998, 0.563378, -0.910939], [0.542681, -1.879775, -1.613189], [-0.054948, -0.267540, -2.071586], [-1.161570, -1.462905, -1.374254], [0.798808, 2.529576, 0.561664], [-1.023127, 2.498840, 0.950503]], "forces_ev_per_angstrom": [[5.527, 0.408, -0.501], [-0.277, -0.102, -0.153], [0.404, 2.063, 0.643], [-5.084, -0.191, 0.662], [-1.124, -1.981, -0.202], [0.082, -0.412, 0.199], [0.606, -0.002, -0.410], [-0.164, -0.253, -0.348], [0.008, -0.090, 0.258], [0.360, 0.004, -0.332], [-0.124, 0.107, -0.055], [-0.303, 0.480, 0.102], [-0.174, 0.000, 0.098], [-0.003, 0.083, 0.074], [0.018, -0.015, 0.071], [0.180, 0.080, 0.026], [0.074, -0.088, -0.060], [-0.006, -0.093, -0.071]], "total_energy_ha": -380.9860, "orbital_gap_ev": [7.8, 7.8], "e_lumo_ev": [0.97, 0.97]}

# 3
{"formula": "C5H10N2O", "method": "the ωB97M-V functional and the def2-TZVPD basis", "elements": ["C", "C", "C", "C", "N", "C", "N", "O", "H", "H", "H", "H", "H", "H", "H", "H", "H", "H"], "positions_angstrom": [[-0.657298, -0.129909, -0.255958], [0.013939, -1.366612, -0.709632], [-1.944421, -0.234625, 0.529366], [-0.542037, 1.114589, -1.107099], [0.529400, -0.636879, 0.443771], [1.814676, -0.004429, 0.305560], [2.138540, 0.407651, 1.548467], [2.462830, 0.116905, -0.705796], [3.035276, 0.835957, 1.705643], [1.344648, 0.047246, 2.166676], [-0.420690, -2.334220, -0.499702], [0.581229, -1.327974, -1.632389], [-2.796035, -0.285488, -0.147674], [-1.939128, -1.126176, 1.151328], [-2.065450, 0.639807, 1.166980], [-0.635049, 2.005159, -0.484693], [0.415444, 1.148189, -1.621327], [-1.335872, 1.130808, -1.853521]], "forces_ev_per_angstrom": [[-0.351, 0.161, -0.439], [-0.154, 0.037, -0.276], [0.278, -0.005, -0.005], [0.164, -0.135, 0.087], [0.122, -0.626, -0.296], [-0.488, 0.117, 0.065], [-1.786, -0.843, 0.394], [0.106, -0.119, -0.156], [-0.260, -0.033, 0.566], [2.419, 1.180, -0.279], [-0.031, -0.038, 0.180], [0.151, 0.176, 0.088], [-0.043, 0.021, -0.058], [-0.008, -0.049, 0.058], [-0.056, 0.058, 0.086], [-0.028, 0.070, 0.002], [0.023, 0.021, -0.038], [-0.058, 0.005, 0.021]], "smiles": "CC1(C)CN1C(N)=O", "total_energy_ha": -381.2565, "orbital_gap_ev": 10.3, "e_lumo_ev": 0.93}

# 4
{"formula": "C5H10N2O", "method": "the ωB97M-V functional and the def2-TZVPD basis", "elements": ["C", "C", "C", "C", "C", "N", "N", "O", "H", "H", "H", "H", "H", "H", "H", "H", "H", "H"], "positions_angstrom": [[1.370074, 1.346054, -2.060857], [0.723727, 0.294076, -1.547357], [-0.712345, 0.144420, -1.038124], [0.208761, -0.982537, 0.982139], [-0.358901, 0.127522, 1.889824], [-1.275262, -0.911365, -1.431584], [-0.379616, -2.107718, 0.725062], [-1.563499, -2.360129, 1.082905], [2.446116, 1.302363, -2.484819], [0.967605, 2.422378, -2.210212], [1.255869, -0.643874, -1.630817], [-1.013749, 1.023288, -0.531884], [1.140211, -0.869978, 0.441611], [-1.394031, 0.112125, 1.842375], [0.036687, 1.022852, 1.598217], [-0.093146, -0.079620, 2.899613], [-2.291591, -0.922586, -1.300216], [0.008095, -2.661358, -0.016228]], "forces_ev_per_angstrom": [[0.698, 2.020, -0.786], [0.200, 0.138, -0.281], [2.554, 0.019, -2.516], [0.767, 0.099, 0.932], [1.143, -3.696, -0.743], [-1.351, 0.474, -0.533], [-0.600, 1.996, 1.038], [-0.450, -0.715, 0.125], [-1.977, -0.420, 0.825], [0.281, -2.001, 0.660], [-0.022, -0.239, 0.054], [-1.369, 0.725, 0.547], [0.106, 0.059, 0.557], [-2.085, 0.043, -0.211], [1.034, 2.417, -0.706], [0.316, -0.114, 0.935], [0.311, -0.095, 0.481], [0.443, -0.710, -0.379]], "smiles": "C/C=[NH+]\\[O-].[H]/N=C/C=C", "total_energy_ha": -381.0947, "orbital_gap_ev": [8.9, 8.9], "e_lumo_ev": [0.38, 0.38]}